308
Properties=species:S:1:pos:R:3:forces:R:3 method="wB97M-V/def2-TZVPD" e_lumo_ev=0.702 orbital_gap_ha=0.315 homo_ev=-7.88 de_lowest_kcal_mol=153.1 fmax_ev_per_a=4.37 spin_multiplicity=1 total_charge=0
N 0.63274 1.87612 -5.19433 0.4 -1.0 -0.2
N 3.29422 4.20260 4.02755 -0.3 -0.3 1.0
N -1.14118 4.91744 2.91471 -1.0 -1.2 0.2
N -4.09634 -4.18639 6.00513 -0.9 0.9 0.7
N 5.58877 1.79875 -1.71360 -2.9 -0.7 -0.8
N 4.42196 -2.68561 0.39288 1.1 1.2 -0.9
N -4.13559 0.79982 -4.50384 -0.3 -0.5 -0.2
N 6.54296 -0.88185 5.03934 0.8 0.5 -0.4
N -0.42388 -3.89333 -6.02467 -0.4 1.6 0.6
N -0.57863 6.39388 -2.14998 1.2 -1.7 1.0
N -4.25776 -4.24469 0.80375 -0.7 -0.7 -0.4
N 2.02870 -6.09059 -0.70939 0.6 -0.9 0.1
N -6.84940 1.74307 0.79508 0.4 -1.1 1.9
N -0.92406 -0.38683 1.37323 -0.5 1.0 0.0
C 0.00548 2.88139 -7.36740 0.2 2.9 -0.3
C 0.63118 0.59333 -4.44575 0.2 0.5 0.0
C -5.48871 -4.77085 5.98122 2.6 -1.2 -0.4
C 1.31104 -6.56843 0.51919 0.5 -0.1 -2.5
C -1.66302 -4.50191 6.61954 -2.4 -0.8 -0.1
C 3.59199 2.80636 4.44855 0.1 1.0 -1.2
C 2.36808 1.97240 4.38882 -1.7 0.5 -1.0
C 1.84534 5.76233 -1.76199 0.1 -0.3 -0.1
C 1.89163 -3.11800 -5.85560 1.7 -0.9 0.0
C -4.21986 2.22919 -4.21490 2.0 0.3 0.7
C -0.05870 1.70748 -6.47749 -0.7 -1.7 0.4
C -2.19934 -4.99234 2.02127 0.0 2.1 -0.3
C -7.06592 2.07189 -0.58268 0.6 1.5 0.3
C 5.82916 -0.99098 6.32085 0.0 -1.6 -1.0
C -4.15404 -4.40097 -1.68811 -0.2 0.1 0.7
C 3.65277 5.27106 4.95402 0.6 -0.7 0.3
C 6.91299 1.96719 -1.28031 1.0 0.9 -0.9
C -3.18897 -4.97716 6.80484 2.2 1.5 0.0
C -0.69367 0.42272 -3.72329 0.6 -0.3 0.2
C 5.36161 2.10552 -3.14190 -0.4 -0.1 0.2
C -0.03305 0.59183 0.72899 0.9 -2.3 -1.6
C 7.45511 0.56182 3.24990 2.0 1.4 0.3
C 5.74105 -2.41532 0.98883 0.5 -1.5 0.3
C 3.66627 4.43796 2.66541 -0.1 -0.3 0.4
C 1.24554 -6.34633 -1.92804 0.1 0.6 0.2
C 0.68812 -3.29299 -6.74500 0.4 -1.3 -0.4
C -1.06304 -2.09643 -0.47778 -0.2 -0.6 -0.9
C 6.83597 -3.36980 0.45550 -0.1 1.5 -1.1
C -3.47476 -5.41545 1.35776 -1.8 2.2 0.8
C -5.16148 -3.80670 1.86270 1.5 0.2 0.3
C 4.55910 2.41092 -0.88331 -1.1 -0.5 -1.3
C -4.21066 -2.76709 6.52711 -1.0 -1.7 0.9
C 1.88307 2.60911 -5.33027 -0.3 0.2 0.7
C -1.98194 -3.56459 -7.94869 -1.0 0.1 -0.1
C 0.61835 6.57611 3.07364 -0.5 2.2 -1.1
C 7.70722 -1.76242 4.97405 0.0 -1.7 0.2
C -9.20751 1.03287 1.26720 0.4 0.2 -0.9
C 3.12806 1.76298 -1.14766 0.4 -0.3 0.9
C 3.07428 -2.16352 -1.63704 0.1 0.7 -0.2
C 4.38437 -6.02746 -1.70285 -0.6 -0.8 -1.1
C -4.77016 -1.87618 5.44582 -2.1 2.1 1.2
C -0.59152 1.79223 -0.01270 1.2 -0.1 0.5
C 6.97622 0.50799 4.66147 0.1 -1.2 1.8
C 0.52423 5.43379 -2.48080 -0.4 0.2 1.7
C -6.01939 3.10849 -1.04355 -0.7 -1.7 -0.1
C -5.61025 -2.37215 1.69928 0.7 0.9 -0.1
C -1.75394 -1.10392 0.42408 -0.2 -1.1 0.9
C -5.41227 1.52956 1.14922 0.3 -0.4 0.5
C -3.51039 5.39947 2.12542 1.1 -0.6 2.7
C -0.32573 5.83539 2.13476 -0.5 0.5 -0.3
C -3.64447 -0.49850 -6.62574 1.0 0.1 -0.9
C -0.29480 -1.23714 2.41664 0.3 1.2 -2.6
C 2.94983 1.97117 -6.18430 -0.7 0.5 0.4
C -1.00407 -2.78548 -5.20142 -0.6 -0.4 -3.0
C 1.50315 -5.61984 1.62946 -1.9 -0.3 1.6
C -2.33216 4.38229 2.21608 -0.1 1.6 -0.6
C -0.44712 3.78328 3.54197 1.3 -1.1 -0.7
C 3.61543 -0.45142 1.26415 0.0 0.7 -0.5
C -5.53227 -5.96805 5.02610 2.7 0.3 -0.5
C 0.07327 -5.39055 -2.05631 -0.5 -0.4 -0.3
C 3.34586 -6.73918 -0.74116 1.1 -0.7 -1.2
C 4.34795 -0.71631 6.13803 0.7 3.3 2.7
C -2.23614 4.62814 -1.34791 0.8 0.1 -1.8
C -1.35320 -4.51392 -6.94628 0.4 -1.9 -0.4
C -1.13142 -1.45972 3.60414 0.2 -1.8 1.3
C 3.40992 -1.95996 1.15668 0.4 -0.2 0.9
C -5.03178 -4.51923 -0.46163 -0.1 1.0 0.9
C -2.27671 -3.20592 -4.55587 -0.2 -1.0 -0.4
C -1.85788 5.73385 -2.34610 -0.9 0.6 -1.2
C -1.30501 8.74405 -2.52210 -0.3 -1.7 -0.3
C 2.63224 5.31887 6.04704 -2.1 0.0 1.0
C -5.41732 3.00320 -4.75106 0.4 1.8 -0.3
C 4.47394 -2.24165 -1.03446 0.0 0.3 0.1
C 5.72621 3.51077 -3.63859 0.8 -0.5 0.1
C -5.07136 -0.06069 -3.73717 2.2 -0.2 -0.6
C -1.08147 3.21162 4.84578 1.2 -0.4 -0.2
C -0.40693 7.56042 -2.95001 0.4 1.2 -0.4
C 5.13398 4.54252 2.46222 1.0 2.4 -1.3
C 7.40738 -3.26340 4.82404 0.7 0.2 1.7
C -4.55965 -0.38326 -2.32452 0.6 0.7 -0.8
C -7.72250 0.60237 1.15667 -0.6 0.6 -0.2
C -4.34297 0.64372 -5.94086 0.5 0.7 -0.4
C -5.12424 1.23198 2.64393 -0.8 -1.1 -1.0
C 7.35726 1.31175 -0.01933 -1.2 -0.4 0.9
H -1.80079 3.86967 5.25435 -1.0 0.8 0.3
H 2.47232 4.35095 6.54552 0.4 0.0 -0.2
H 2.62099 0.95012 4.36413 0.1 -1.4 0.2
H -5.89810 -1.71580 5.61018 1.5 -0.4 -0.5
H -5.07866 -6.84484 5.48927 -0.1 -0.1 0.1
H 6.68619 -3.66845 5.51823 -0.6 0.0 0.0
H -9.44274 1.58413 2.15470 0.2 0.4 0.6
H -1.06811 1.45734 -6.15379 -0.4 0.2 -0.5
H 2.44597 -3.01916 -1.43279 0.2 -0.7 0.0
H 4.32491 1.94707 -3.45205 -0.2 -0.1 0.7
H 0.06364 -2.18004 1.97672 -0.2 -0.1 0.1
H -1.53203 2.22298 4.70745 0.0 0.2 -0.1
H 3.22230 3.61933 2.10429 -0.1 0.1 -0.5
H 0.62021 7.95870 -2.86718 -0.2 -0.5 0.2
H -4.05652 1.08155 2.75489 0.4 0.6 0.2
H -6.01762 0.42244 -3.74624 -1.3 0.2 0.4
H 4.28083 2.35608 3.71861 0.3 0.2 0.2
H 5.82066 -2.06772 6.55417 0.3 0.2 0.0
H -9.89055 0.19159 1.23778 0.1 -0.4 0.0
H 8.45108 -1.70920 5.78307 -0.4 0.7 0.5
H -3.19980 -3.27351 -5.17727 1.0 -0.3 0.0
H 3.80767 2.56269 -6.37914 0.7 1.0 -0.2
H 2.66759 -0.02096 1.58862 -0.1 0.2 -0.2
H 0.24492 0.81151 -7.09638 0.3 0.4 0.7
H 5.83199 1.32409 -3.70766 0.9 -0.2 -0.4
H 3.49239 -2.38642 2.22619 -0.7 0.5 -1.6
H -0.72534 -5.30773 -7.43311 -0.5 0.7 -0.1
H -5.33150 4.03248 -4.29687 -0.1 -0.8 -0.6
H 4.27298 -6.44704 -2.77619 0.1 0.8 1.6
H -5.79246 -5.07757 6.98905 -0.2 0.2 0.0
H 4.28831 -0.24509 2.06628 0.8 0.3 0.6
H -1.42416 -3.56422 7.08355 -0.1 0.5 0.2
H -7.00426 1.15212 -1.12242 0.1 -0.7 -1.2
H -0.15448 3.84147 -6.82032 0.4 -0.6 0.1
H 0.13678 5.39603 1.21757 0.2 -0.1 0.6
H 3.98568 0.09403 0.34552 -0.5 -0.9 1.0
H 0.65060 -0.00727 -0.00422 -0.6 1.0 0.9
H -2.25003 8.32921 -2.11238 0.4 0.8 -0.4
H 6.64334 0.41733 2.58180 -0.6 -0.1 -0.7
H 1.35051 5.91441 3.47808 0.3 -0.3 0.9
H 4.64246 5.05045 5.43372 -0.3 0.6 -0.6
H 8.23412 -0.19550 3.09786 -0.4 0.3 -0.3
H -0.73548 -5.61605 -1.35794 0.0 0.2 0.1
H 1.81591 -6.16989 -2.82622 0.9 0.1 -0.1
H -2.07743 4.06527 1.18860 0.0 -0.4 0.6
H -3.23290 6.41526 1.89137 0.3 0.3 -0.1
H -1.48213 -4.46844 5.55010 0.3 0.0 -0.1
H 8.31923 -1.63448 4.10147 0.0 0.8 -0.4
H 4.97470 -1.20241 -1.13181 -0.5 -1.4 0.0
H -6.32522 3.33821 -2.03201 -0.1 0.9 -1.0
H -0.32207 -1.64786 -1.11719 0.2 0.3 -0.6
H 0.27891 2.36166 -0.41446 -0.5 -0.4 0.1
H 1.73830 2.16689 3.49073 0.8 0.0 0.2
H -0.35322 2.85274 2.82183 0.0 1.7 0.8
H 2.42668 -2.09142 0.69300 0.1 -0.6 0.5
H -2.32359 -2.68269 -7.37100 0.0 -0.4 -0.6
H 1.34945 0.56961 -3.64467 1.0 0.5 0.0
H -1.28093 -3.21904 -8.72125 -0.2 -0.2 0.2
H -5.41952 3.15404 -5.88050 -0.1 -0.4 1.5
H -5.33458 -0.97748 -1.88835 -0.2 -0.5 0.8
H 5.04995 -2.98223 -1.63254 -0.1 0.5 0.6
H 0.92974 -7.38530 -2.03227 -0.2 -0.4 0.3
H 3.16786 -2.02829 -2.73425 -0.3 0.1 0.6
H -7.40722 0.14046 2.09106 0.1 0.1 -0.1
H 8.31222 -3.81405 5.07103 0.4 0.0 0.1
H 7.68983 -3.33163 1.12385 0.2 -0.2 -0.1
H -6.24199 -2.16746 0.82611 0.0 -0.3 0.2
H -7.68809 -0.15647 0.35424 0.2 -0.1 0.2
H 5.34839 4.57019 1.39459 0.1 -0.3 -0.2
H -0.04814 7.16734 3.78592 1.2 -1.2 -0.4
H -1.63887 -5.85923 2.27860 0.7 -0.6 0.4
H 1.26099 -4.58572 1.42130 -0.2 0.1 -0.3
H 6.17554 1.21449 4.84354 -0.4 0.0 0.0
H -5.03464 2.64004 -1.12197 -0.1 0.4 0.2
H 2.52845 -1.33960 -1.14869 0.1 0.1 -0.7
H -1.44676 9.38609 -3.37210 -0.5 0.4 -0.3
H -1.10671 -5.27346 7.10718 0.8 -0.4 0.1
H -4.42776 0.53983 -1.74771 -0.2 -0.2 0.0
H -1.41572 0.31550 -4.49910 -1.3 0.0 0.0
H 3.25243 -7.86008 -1.01060 0.1 1.3 0.2
H -5.54754 -5.48698 -0.43363 0.1 -0.2 0.2
H 3.27752 5.40093 2.35358 -0.7 0.0 -0.3
H 3.99345 -1.31881 5.40214 -1.2 -2.2 -1.9
H -2.64397 6.50527 -2.34239 0.2 -0.2 0.3
H -4.37965 -0.84575 5.50974 0.1 -0.4 0.1
H -6.17265 -2.12471 2.60885 0.1 0.4 -0.3
H -5.38713 0.58086 -6.17783 -1.1 -0.1 -0.1
H 3.07909 0.67871 -1.39024 0.8 0.6 0.2
H -3.16845 -4.79047 -1.51527 0.6 -0.1 0.2
H 1.19566 7.37846 2.51878 -0.6 -0.9 0.3
H 0.58554 1.00804 1.47844 0.9 0.2 1.0
H -2.07757 -1.97645 3.42612 0.2 -0.3 -0.3
H 7.29733 0.23905 -0.11468 0.2 -0.5 -0.1
H -1.66934 3.69894 -1.61533 -0.9 0.6 0.4
H 0.60584 4.09108 3.76891 -0.9 -0.3 -0.2
H -4.10852 -1.43842 -6.39749 -0.2 -0.6 0.0
H 2.06694 -4.08333 -5.26078 -0.5 1.5 -0.5
H 7.13788 -3.09607 -0.56601 0.4 0.7 0.3
H 8.36107 1.60068 0.22790 0.5 0.1 0.1
H 7.98340 1.56200 3.07261 -0.9 -1.2 0.0
H 1.82996 -2.23921 -5.21063 0.2 -0.2 0.1
H -0.46623 -2.12954 4.21479 -1.0 0.5 0.1
H -4.09206 2.40642 -3.09741 -0.3 -0.3 -1.3
H 0.39133 -4.35472 -1.94923 0.0 0.0 0.1
H -6.04910 3.95460 -0.37928 0.2 0.4 0.1
H -4.58696 -5.02447 -2.42411 -0.4 -0.4 -1.3
H 2.50246 1.68117 -7.08694 -0.3 -0.5 -1.6
H 2.03432 6.84333 -1.80154 0.0 -0.3 0.1
H -3.17761 -5.99514 6.50248 -0.3 -0.9 -0.6
H -2.43823 -4.39849 2.93342 0.3 -0.4 -0.4
H 2.71757 5.25917 -2.24832 -0.7 0.3 0.3
H -4.09029 -3.37537 -2.03189 0.1 0.1 -0.1
H 5.46905 -6.19590 -1.42718 -1.3 0.2 0.0
H -5.56615 1.99004 3.27103 0.2 0.3 0.4
H -6.54040 -6.20767 4.82681 -1.1 -0.3 -0.7
H -2.09676 -4.10077 -3.96638 -0.3 -0.2 0.0
H 0.87557 -0.26342 -5.10335 -0.3 0.2 0.1
H 7.22567 -3.55483 3.83715 -0.9 -0.2 -1.6
H -8.07698 2.50239 -0.75034 0.6 -0.3 0.3
H -4.85933 2.43404 0.91600 -0.2 0.3 0.1
H 3.82017 -6.74434 0.24216 -0.4 0.3 0.2
H 2.57316 2.21997 -1.93138 -0.2 0.8 -0.9
H -4.95350 -2.83260 7.40626 1.0 0.4 -0.9
H -2.11330 -5.16210 -6.43711 0.4 1.0 0.0
H 7.11607 3.03555 -1.24529 0.6 0.5 0.2
H -4.50259 -3.84135 2.75032 -0.6 0.2 0.1
H -2.46785 -2.42082 -3.91789 -0.8 1.7 2.0
H 2.82891 -3.03943 -6.48705 -1.0 0.3 0.6
H -5.50240 0.23602 2.94185 -0.2 0.5 -0.1
H -1.41668 -0.58760 4.15758 0.3 0.7 0.3
H -0.21228 -2.53646 -4.52354 0.0 0.5 0.7
H 1.62899 5.55448 5.63904 0.5 -0.1 0.0
H -4.05319 1.57936 -6.43626 0.3 -0.2 0.2
H -4.85252 -5.77672 4.08756 -1.7 -0.1 1.6
H -5.86567 -3.75252 -0.58859 1.0 -0.9 0.6
H -1.91999 5.38960 -3.40535 0.1 -0.4 0.3
H -6.11970 -4.04210 5.57975 -1.1 1.3 -0.3
H -0.75872 3.06063 -8.10785 -0.5 -1.1 -0.5
H 5.83007 3.46138 -4.73572 -0.3 0.3 0.4
H 2.28382 2.77379 -4.33336 -0.1 0.2 0.3
H -0.69447 -0.47079 -3.07823 0.0 0.1 -0.4
H 4.05051 2.72455 5.42518 0.2 0.4 0.3
H 4.13514 0.31782 5.76115 0.3 -0.6 0.6
H 0.41687 -2.44589 -7.37927 -0.1 0.7 0.5
H 6.33860 -0.55834 7.18432 -0.1 0.7 0.0
H 1.66314 2.18751 5.16841 -0.1 0.0 0.8
H 1.71724 -7.58618 0.78163 -0.9 0.6 -0.2
H 2.46151 1.85685 -0.27684 0.4 0.2 0.0
H -4.82190 0.75038 0.59001 -1.0 0.1 -0.1
H 1.51651 3.56085 -5.71137 0.8 0.3 0.0
H 0.82612 -6.00701 2.41748 0.1 0.6 0.0
H -4.28675 5.08756 1.48976 -0.9 -0.6 -1.0
H -3.91497 5.36125 3.17072 0.0 0.6 -0.9
H 5.65533 -2.62985 2.04175 -0.2 -0.3 0.6
H -2.48418 -1.71748 0.97286 -0.1 0.4 0.1
H -3.56557 -0.89769 -2.31527 -0.9 0.2 -0.2
H 3.84330 -0.85648 7.13171 0.1 0.1 -1.1
H -4.62456 -2.18590 4.44053 0.3 -0.7 -0.7
H -1.26612 -1.87897 -5.88236 0.9 -1.1 1.1
H 4.11622 -4.94641 -1.69964 0.5 -0.7 0.0
H -1.59296 -4.31233 1.34148 -0.6 -0.9 0.7
H -2.58214 -0.57821 -6.36585 -0.3 0.2 0.3
H 0.18433 4.42124 -2.22317 0.2 0.3 0.0
H -1.83397 -2.62779 -1.07209 0.4 0.4 0.0
H 6.72265 3.75493 -3.25087 -0.2 0.3 -0.1
H 0.98352 -4.00318 -7.49650 0.2 -0.7 -0.4
H 6.12927 -1.37441 1.01926 -0.5 -0.2 -0.8
H -1.02466 2.44226 0.73428 -0.8 0.1 -0.3
H -0.52691 -2.89506 0.00376 0.2 -0.3 0.7
H -1.19071 1.49817 -0.84564 -0.9 0.1 -0.4
H 4.50133 3.50675 -1.10947 -0.1 -0.5 0.5
H -0.98187 6.62521 1.72094 0.0 -0.5 0.1
H -3.33120 -6.09240 0.61332 0.8 -1.8 -2.5
H -0.34892 -5.51055 -3.05858 0.0 0.1 0.0
H -2.87904 -4.02387 -8.44265 0.8 0.4 0.3
H 6.70798 1.53383 0.83727 0.2 0.3 -0.2
H -5.14685 -0.99574 -4.31491 -0.1 0.2 0.3
H 0.26086 -6.57150 0.17771 0.3 -0.5 0.8
H -3.37816 -4.99603 7.88041 -0.5 0.2 0.3
H 3.31987 1.11073 -5.71976 0.5 -1.6 0.8
H 2.44314 -5.65399 2.09045 1.7 0.0 0.3
H 0.96620 2.98281 -7.89890 -0.3 -0.1 0.3
H -0.79924 9.29328 -1.75968 0.2 0.4 0.7
H 7.51308 1.55772 -2.08405 0.5 0.1 -0.3
H -2.71013 3.57662 2.83285 0.1 -0.5 -0.3
H -4.11193 -5.96958 2.06110 0.0 0.1 0.2
H -6.37556 2.63426 -4.39736 -0.1 -0.3 -0.2
H 5.48129 5.55805 2.78051 -0.2 -0.8 0.1
H -0.45209 7.26095 -4.01402 -0.6 0.4 -0.2
H 5.00164 4.27024 -3.31303 0.3 -0.2 -0.3
H -3.24072 2.61802 -4.67258 -1.4 0.0 0.6
H 3.63515 6.22858 4.40299 0.4 -0.4 0.2
H 1.79942 5.43792 -0.70989 0.1 0.2 -0.3
H -4.69482 -1.68297 1.56390 -1.3 -1.0 0.5
H -0.32164 3.09757 5.64873 -0.3 0.0 -0.6
H -5.94788 -4.55125 2.05683 -0.3 0.3 -0.2
H 5.76582 3.83913 2.92505 0.6 -1.2 0.6
H 0.61627 -0.71284 2.66144 0.4 0.2 0.5
H 0.68105 5.43662 -3.52986 0.1 0.0 -1.4
H 6.53189 -4.35973 0.19900 -0.7 -1.0 0.9
H -3.28241 -2.37255 6.96667 -0.1 -0.5 -0.5
H 2.75029 6.04375 6.86212 0.6 0.0 -0.3
H -0.87406 1.28190 -3.06170 -0.1 -0.1 -0.5
H -3.32982 4.52706 -1.36754 0.4 -0.4 0.1
H 7.77679 0.75764 5.38623 0.0 0.3 -0.3
H 4.84667 2.24935 0.13665 0.0 0.1 0.7
H -2.32201 -0.43673 -0.20120 -0.2 0.6 -0.1
H -1.91039 4.98366 -0.40452 0.2 0.1 1.0
H -3.61231 -0.36035 -7.73860 -0.5 -0.1 0.9
H -9.47778 1.67737 0.41358 0.1 -0.3 0.3